[1]
7 unconnected molecules or ions with the total composition C19H49N3O14 at a distorted geometry. Source: OMol25; level of theory: ωB97M-V/def2-TZVPD.

ORCA input file:
```
! RIJCOSX wB97M-V def2-TZVPD def2/J DEFGRID3
* xyz 0 1
O -4.1050 -2.9888 6.1347
O 3.1823 5.4632 1.6362
O -4.7219 -1.1812 -7.8434
O -6.7337 -4.3951 7.0621
O 1.5073 6.6989 -6.0458
O 5.6489 3.3897 1.7821
O 4.5806 -4.5446 2.5952
O -0.1574 8.1584 -6.3429
O -2.7202 0.0818 -5.9774
O 5.4940 2.4272 -5.2756
O 7.0796 1.5889 -4.1906
O -3.3853 1.9124 1.3772
O 2.6467 -3.4301 -0.1466
O -1.6274 2.5821 2.6090
N 5.8619 1.7600 -4.3349
N -2.1944 2.2985 1.5609
N 0.4060 7.2570 -5.7384
C 3.4174 -4.6800 1.7951
C 6.1540 2.1735 2.3002
C 5.5931 -5.6204 2.4803
C 1.5540 -4.1630 -0.5710
C -2.7108 0.6607 -7.3045
C -7.5894 -5.0282 8.0235
C -5.4430 -2.3794 6.2686
C -3.9284 -0.5231 -5.5880
C 4.4659 5.5172 2.2808
C 4.9501 1.0081 -3.4306
C -3.2632 -3.1489 7.2521
C -0.1328 6.6753 -4.4932
C 3.7318 -4.1785 0.3870
C -1.3387 2.3716 0.3220
C -5.0394 -2.2062 -8.6997
C 2.2286 6.4773 1.9678
C -6.4285 -3.0722 7.3116
C -4.4036 -1.7507 -6.4948
C 5.0127 4.1789 2.7437
H 5.0126 5.7744 1.3736
H 4.6670 -3.6204 0.4321
H 5.3917 0.0432 -3.1815
H -5.4144 -1.2918 6.3340
H 2.5668 7.4193 1.5362
H 5.0723 -6.4600 2.9407
H -3.9257 -0.9304 -4.5770
H -3.0100 -2.1270 7.5343
H 4.1723 3.6978 3.2442
H -4.1838 -2.8775 -8.6260
H -2.3735 -3.7135 6.9735
H -7.3213 -2.4499 7.3739
H 1.0569 -4.6966 0.2390
H -1.9628 1.4521 -7.3524
H -0.3087 2.1171 0.5720
H 1.7514 -4.8172 -1.4202
H -4.7191 0.2271 -5.5851
H -3.6247 1.2262 -7.4860
H 3.0795 -5.7157 1.8302
H -6.0014 -2.6922 -8.5374
H 6.7091 1.6054 1.5538
H 5.7995 4.3534 3.4776
H 5.3397 1.5536 2.6753
H 0.7488 -3.4496 -0.7466
H -7.0984 -4.8427 8.9788
H 6.7351 2.2916 3.2148
H 1.3431 6.1403 1.4290
H 4.8510 1.5494 -2.4897
H 4.6337 6.4058 2.8894
H 5.6759 -5.9513 1.4451
H 2.6452 -4.0292 2.2053
H 2.1054 6.3348 3.0414
H 3.9560 -5.0272 -0.2591
H -8.6343 -4.7280 8.1018
H -4.9914 -1.8842 -9.7399
H -5.2210 -2.2820 -6.0074
H -3.5188 -2.3872 -6.5081
H 3.9265 0.9004 -3.7896
H -0.9766 6.0212 -4.7129
H -1.4520 3.3803 -0.0751
H -5.7057 -2.7804 5.2897
H 0.6648 6.0553 -4.0840
H -5.8660 -2.9507 8.2373
H -0.2035 7.4206 -3.7010
H -7.6310 -6.0682 7.6998
H -2.5722 -0.0765 -8.0954
H 6.4748 -5.4745 3.1043
H -1.5673 1.5296 -0.3313
H -3.6874 -3.5652 8.1658
*
```

Total energy (Ha): -1970.31616
Gap between HOMO and LUMO (Ha): 0.345
Structure (SMILES): C[N+](=O)[O-].C[N+](=O)[O-].C[N+](=O)[O-].COCCOC.COCCOC.COCCOC.COCCOC
LUMO level (eV): -0.1

***

[2]
A molecular structure, C19H51Ag2F6O13 at a distorted geometry. Source: OMol25; level of theory: ωB97M-V/def2-TZVPD.

ORCA input file:
```
! RIJCOSX wB97M-V def2-TZVPD def2/J DEFGRID3
* xyz 1 3
Ag 1.5928 -1.2279 -3.2023
Ag 3.2093 0.8133 -0.8786
F -0.0626 -4.7011 -5.1434
F -2.0099 -5.2559 -4.2856
F 3.9718 5.0839 -3.2846
F 2.1773 4.4464 -4.2954
F 2.1641 6.1693 -2.9022
F -1.8433 -3.6695 -5.7227
O 2.8986 2.7955 -2.0572
O 0.9181 3.7837 -1.8774
O -4.3551 -2.6437 4.2359
O 1.2050 -0.3513 -1.1641
O -0.5249 -2.0091 -3.7179
O -5.7269 2.3458 -0.0426
O 3.7278 -0.8445 0.8279
O -0.2928 -2.8095 4.9820
O 2.2780 2.1969 0.9088
O 3.8088 -0.6999 3.6290
O 1.2009 0.9905 -3.7982
O -0.6858 -3.7953 -2.3622
O -0.3426 2.0872 2.2607
C -1.0374 0.1940 -0.5127
C -0.8905 -4.8674 -0.2129
C 2.7482 -0.0998 4.3921
C -1.3630 4.2389 -1.5779
C -1.1579 -3.1853 -3.5186
C 0.9210 1.1613 -5.2213
C 0.0659 4.7639 -1.3622
C -5.3221 1.2540 -0.8589
C 0.5977 -3.3448 4.0056
C 3.9098 -2.2490 0.7766
C -1.2027 -4.2427 -4.6695
C 2.8130 3.2595 1.6961
C -3.5212 -1.8543 3.4611
C -1.7497 1.8740 2.2855
C -1.6129 -4.2941 -1.4055
C 0.4929 -1.0531 1.1229
C 2.3064 4.0131 -1.9646
C 0.1690 -0.7404 -0.3516
C 2.6536 4.9730 -3.1577
H 1.6470 -3.1756 4.2651
H 4.7836 -2.4275 1.4234
H -2.2948 -3.5268 -1.0182
H -0.0742 2.5018 3.0833
H -3.9180 -3.4883 4.3639
H -2.5091 -2.2547 3.3170
H 4.2601 -2.5630 -0.2044
H 3.1476 -2.8508 1.2762
H 2.0878 -0.8313 4.8696
H -1.6002 -5.0897 0.5877
H -1.4964 3.5243 -0.7697
H 2.0819 3.9082 2.1883
H 0.4193 -2.9451 3.0089
H -4.2390 1.1587 -0.9219
H 2.0939 0.2939 3.6152
H 0.0919 5.8055 -1.6924
H 3.3590 2.8302 2.5400
H -0.3219 -5.7622 -0.4593
H -1.4157 3.8838 -2.6077
H 1.4496 1.9327 1.3396
H 2.6984 4.3701 -0.9990
H 1.0615 -1.9826 1.1386
H 4.4122 -1.1697 4.2139
H -2.0238 0.9022 2.7066
H -1.8422 -0.2121 0.1061
H -0.1477 -1.7273 -0.7298
H -1.4350 0.0819 -1.5243
H 3.8651 -0.6721 1.7748
H -3.8747 -1.6896 2.4361
H -2.2894 -5.0078 -1.8806
H 0.5265 -4.4315 4.0104
H -0.4477 -1.2022 1.6579
H -2.2330 2.6022 2.9404
H -5.8112 0.3390 -0.5219
H 1.7854 1.0284 -5.8652
H 3.4379 3.9392 1.1195
H 0.3385 2.0762 -5.3125
H -0.7861 1.2337 -0.3158
H 3.0749 0.5569 5.1949
H 0.1427 4.8276 -0.2687
H -0.2614 -4.1477 0.3168
H 0.1826 0.3909 -5.4579
H 1.1370 1.8686 -3.4071
H -6.6746 2.2428 0.0755
H -0.0056 -1.9186 5.1980
H -2.1222 5.0195 -1.5413
H -2.2256 -2.9841 -3.3333
H 1.0241 -0.2727 1.6706
H -3.3031 -0.8837 3.9197
H -2.2564 1.9192 1.3250
H -5.6283 1.4734 -1.8883
*
```

<S²>: 2.02
Total energy (Ha): -2625.19548
Gap between HOMO and LUMO (alpha / beta) (Ha): 0.292 / 0.176
LUMO level (alpha / beta) (eV): -3.2 / -5.9

***

[3]
8 unconnected molecules or ions with the total composition C19H51FO10S7 at a distorted geometry. Source: OMol25; level of theory: ωB97M-V/def2-TZVPD.

ORCA input file:
```
! RIJCOSX wB97M-V def2-TZVPD def2/J DEFGRID3
* xyz 0 1
S 5.2853 1.7090 2.0234
S -4.7117 -6.1446 -3.0840
S -4.7365 -1.0188 4.9091
S -2.1330 -2.1627 -0.7434
S 9.1868 5.6619 0.0444
S 0.3030 2.3414 -3.4924
S -7.3195 -1.4174 0.3197
F 0.1141 0.1752 -1.0461
O -5.4663 -0.0084 5.7195
O -5.8780 -1.0463 0.2747
O 9.0073 4.5489 1.0164
O 1.0290 -1.6563 2.3369
O -5.4822 -5.1344 -2.3040
O -0.0060 -0.0554 1.1276
O -0.0105 0.0865 3.3604
O -1.5803 -3.3475 -1.4737
O 1.7534 2.6447 -3.3566
O 5.2017 0.2207 1.9599
C 0.3717 -0.4705 2.3561
C 2.3915 -1.6454 2.7951
C -3.3065 -1.5262 5.8727
C -3.5226 -1.5661 -1.6976
C 8.0788 5.3291 -1.3299
C 6.8668 2.1838 1.3344
C -7.6624 -2.3575 -1.1677
C 10.7076 5.3219 -0.8474
C 0.0998 1.4588 -5.0442
C 0.8994 -0.1702 0.0342
C 2.0799 0.7871 0.0880
C -3.3291 -6.6400 -2.0512
C -3.1230 -2.8109 0.6048
C -8.2533 0.0432 -0.1475
C 5.6762 2.1329 3.7233
C -3.8090 -0.1205 3.6599
C -3.7127 -5.2367 -4.2688
C -0.4944 3.8582 -4.0368
C 1.7592 2.1258 0.7790
H 4.8159 1.8715 4.3365
H -3.1446 -1.1611 -2.6358
H -3.7334 -7.1832 -1.1993
H 8.2637 6.0491 -2.1268
H 7.0250 3.2524 1.4722
H -3.2214 0.6630 4.1376
H 10.6793 4.3038 -1.2349
H -2.7559 -0.6427 6.1948
H 0.5746 2.0215 -5.8480
H -8.1280 0.7822 0.6410
H -3.8230 -3.5507 0.2148
H -7.3225 -1.7942 -2.0370
H 6.8477 1.9523 0.2712
H 7.0592 5.4407 -0.9668
H 2.3625 2.9255 0.3553
H 0.0250 4.2502 -4.9114
H -4.5265 0.3152 2.9673
H -2.6689 -7.2917 -2.6234
H 11.5309 5.4286 -0.1445
H 8.2375 4.3110 -1.6850
H 6.5495 1.5656 4.0443
H -1.5398 3.6531 -4.2675
H -7.8676 0.4337 -1.0893
H -4.3885 -4.7796 -4.9892
H -3.0439 -5.9291 -4.7795
H -8.7326 -2.5543 -1.2309
H 0.5812 0.4895 -4.9334
H -0.4330 4.5719 -3.2181
H -3.6717 -2.0738 6.7390
H 2.3084 1.0064 -0.9601
H 1.1980 -1.2120 -0.1086
H -2.4415 -3.2748 1.3169
H 2.9757 0.3155 0.4963
H -4.0339 -0.7900 -1.1313
H -4.2025 -2.3972 -1.8936
H 10.8200 6.0421 -1.6576
H -3.1438 -4.4691 -3.7413
H 2.5466 -2.5173 3.4271
H -7.1193 -3.3006 -1.1091
H -2.7959 -5.7483 -1.7141
H 5.8656 3.2038 3.7913
H -2.6730 -2.1739 5.2666
H 0.7053 2.3659 0.6224
H -9.3066 -0.2200 -0.2406
H 1.9137 2.0548 1.8576
H 2.6129 -0.7367 3.3549
H -3.6671 -1.9917 1.0735
H 7.6630 1.6213 1.8209
H -0.9628 1.3203 -5.2436
H 3.0706 -1.7002 1.9462
H -3.1586 -0.8121 3.1249
*
```

Total energy (Ha): -4393.89202
Gap between HOMO and LUMO (Ha): 0.327
LUMO level (eV): 0.5

***

[4]
A molecular structure, C19H51GaN5O5 at a distorted geometry. Source: OMol25; level of theory: ωB97M-V/def2-TZVPD.

ORCA input file:
```
! RIJCOSX wB97M-V def2-TZVPD def2/J DEFGRID3
* xyz -1 1
Ga 0.9323 -3.3917 1.9172
O 0.7992 -0.2044 0.1697
O 2.7808 0.3101 -4.0432
O -4.0463 -1.9328 3.5950
O 0.5082 6.7766 -2.2478
O 0.1939 -0.6123 1.3779
N -0.1747 -4.6204 2.9362
N 0.3254 0.6235 -2.5770
N 4.1526 -5.1145 0.5824
N 0.1675 4.4763 -3.9696
N -3.4714 -0.1030 5.7547
C 1.4365 6.1142 -5.2443
C 1.7925 7.3710 -2.2645
C 1.8806 -4.2913 0.3201
C 0.3947 -5.2612 4.1114
C 1.7361 1.1052 -4.5684
C -3.5641 0.3777 4.3717
C -0.2546 -0.5110 -4.6489
C 2.9565 -0.9550 -4.6510
C -5.3761 -1.9344 3.1230
C -0.3415 -1.9475 1.1515
C 3.8607 -2.7731 0.2545
C 1.0661 -4.3597 5.1551
C -3.3154 -0.7429 3.3533
C 3.3371 -4.1608 0.3993
C 0.3389 0.7542 -4.0363
C 0.2658 -3.1270 5.4845
C -4.8945 1.1029 4.1882
C 0.1250 5.8355 -4.5165
C -0.2282 6.8813 -3.4488
H -0.7432 4.2473 -3.5796
H -0.3998 -5.7933 4.6375
H 0.6615 -2.6734 6.3850
H -0.3185 1.5860 -4.3042
H -1.3255 -0.5565 -4.4502
H 0.1129 0.3054 -0.2833
H -2.2638 -1.0284 3.4193
H 1.7575 1.0920 -5.6674
H -1.3301 -1.9812 1.6031
H 2.5518 6.6700 -2.6183
H 0.3484 -2.3774 4.7131
H 2.7342 -0.9199 -5.7225
H -1.0675 -4.2131 3.1760
H 1.4935 5.5174 -6.1545
H -0.4895 -2.0683 0.0861
H 2.3386 -1.7172 -4.1714
H -0.1119 -0.5293 -5.7320
H -6.0676 -1.5330 3.8699
H 0.7843 4.4926 -3.1604
H -4.0867 -0.9083 5.8382
H 3.0738 -2.0803 0.4976
H 1.1507 -4.9418 6.0711
H -0.6741 5.8677 -5.2634
H 1.8091 8.2739 -2.8822
H 1.5511 -3.7752 -0.5799
H 2.3035 5.8543 -4.6381
H -4.8895 2.0428 4.7413
H -5.7346 0.5173 4.5617
H 1.5172 7.1664 -5.5258
H 3.6235 -5.9830 0.6482
H -5.0768 1.3322 3.1361
H 4.2049 -2.6225 -0.7586
H 2.0769 -4.1290 4.8497
H 3.9997 -1.2412 -4.5194
H 1.0636 -0.0290 -2.3186
H 1.0942 -6.0255 3.7870
H -5.4731 -1.3676 2.1919
H -3.4831 -0.3937 2.3263
H 2.0351 -2.6036 2.7781
H 4.6632 -2.6253 0.9613
H 2.0411 7.6445 -1.2396
H 1.5687 -5.3286 0.2366
H -5.6558 -2.9704 2.9296
H -2.5416 -0.4839 5.9092
H 1.9661 2.1279 -4.2610
H -2.7698 1.1143 4.2233
H 0.6183 1.5019 -2.1551
H -0.1535 7.9000 -3.8539
H -0.7847 -3.3536 5.6218
H -1.2715 6.7288 -3.1601
H 0.1854 -1.4148 -4.2292
*
```

Total energy (Ha): -3329.12590
Gap between HOMO and LUMO (Ha): 0.225
LUMO level (eV): 2.1

***

[5]
12 unconnected molecules or ions with the total composition C19H51N2O14P at a distorted geometry. Source: OMol25; level of theory: ωB97M-V/def2-TZVPD.

ORCA input file:
```
! RIJCOSX wB97M-V def2-TZVPD def2/J DEFGRID3
* xyz 0 1
P -5.1513 0.1817 1.3658
O -1.1943 -3.0285 4.0450
O 0.0837 6.0460 -1.3857
O 3.1728 4.3669 -2.7679
O -5.9824 -0.5835 2.5664
O -5.6637 3.7389 4.0933
O 1.5418 -3.1854 -2.5456
O 4.7143 0.0441 -3.0500
O 4.3510 -3.9464 -0.6021
O 5.5274 -7.9143 -0.7144
O -2.1572 3.1792 3.9524
O -3.5210 -2.2451 2.4262
O -2.9793 3.4672 -2.8418
O 1.9419 1.4838 -2.1115
O -3.6543 0.4513 -1.2586
N -4.1851 1.3334 2.2809
N -4.0128 -0.9427 0.5705
C -3.1984 -0.2634 -0.3996
C -1.7824 -0.7185 -0.1736
C -1.9698 4.3947 3.2266
C 0.4642 -2.0183 0.5512
C 5.0349 -4.9527 -1.3495
C -3.2347 -1.8168 1.3277
C -0.3620 5.3882 -2.5706
C 3.3394 5.5316 -3.5685
C -4.1141 3.2439 -3.6710
C 0.5720 -4.2269 -2.4305
C 5.4934 -7.9581 0.7099
C -1.8368 -1.7388 0.7774
C -0.7171 -2.4493 1.1281
C 5.5725 -0.7739 -2.2595
C 1.6500 2.3442 -1.0123
C -5.6796 3.6049 5.5098
C -0.5992 -0.2923 -0.7117
C 0.5515 -0.9615 -0.3152
C -1.7755 -3.6165 5.2026
H 1.5187 -0.6256 -0.6655
H 0.5797 2.5423 -1.0074
H -1.1536 -4.4548 5.5076
H 2.8911 1.3130 -2.1081
H -4.2302 2.1749 -3.8651
H 4.9699 -1.4230 -1.6197
H -5.9239 2.5769 5.7939
H -1.7565 -2.2914 3.7870
H 6.2067 -8.5282 -1.0053
H 4.4273 -5.8547 -1.4083
H 1.9318 1.8618 -0.0712
H 5.2534 -4.5878 -2.3585
H 4.1705 -0.5420 -3.5823
H -4.9884 3.1425 3.7568
H -5.0136 3.6311 -3.1863
H 2.1859 3.2854 -1.1166
H -5.9438 -1.5385 2.4102
H -0.6310 0.5641 -1.3760
H 2.3687 6.0028 -3.7517
H 2.6013 3.7643 -3.2568
H 1.3823 -2.5224 0.8407
H 3.8046 5.2652 -4.5206
H -0.3055 -3.9958 -3.0384
H -3.2129 1.2678 1.9749
H -0.7527 -3.2463 1.8594
H 6.4588 -7.6563 1.1240
H 0.2753 -4.3003 -1.3871
H -1.3201 5.0404 3.8115
H 5.2464 -8.9652 1.0547
H 6.1983 -0.1339 -1.6430
H 0.9979 -5.1806 -2.7517
H -2.7824 -3.9787 4.9786
H 3.5275 -3.7598 -1.0688
H 3.9821 6.2320 -3.0403
H 6.2092 -1.3828 -2.9064
H -2.9281 4.8961 3.0714
H 0.2472 4.4973 -2.7520
H -1.8210 -2.8897 6.0175
H -4.7077 3.8786 5.9292
H 1.7962 -3.1290 -3.4704
H 4.7274 -7.2661 1.0519
H -2.7316 2.6183 3.4264
H -6.4404 4.2732 5.9060
H -0.2926 6.0699 -3.4238
H -3.1383 2.9962 -2.0180
H -1.3970 5.0894 -2.4334
H 5.9677 -5.1849 -0.8441
H -4.2297 1.0289 3.2588
H 1.0001 6.3008 -1.5236
H -3.9660 3.7635 -4.6149
H -1.4986 4.1945 2.2610
*
```

Total energy (Ha): -2258.62683
Gap between HOMO and LUMO (Ha): 0.303
Structure (SMILES): NP(O)N1C(=O)c2ccccc2C1=O.CO.CO.CO.CO.CO.CO.CO.CO.CO.CO.CO
LUMO level (eV): -0.7